Record 1
Molecular formula: C22H50P2PbSi2
Method: DFT, the ωB97M-V functional and the def2-TZVPD basis

Cartesian coordinates (Å):
P (3.189, 0.205, -0.997)
P (1.067, -1.020, 1.785)
C (3.582, -0.576, 0.566)
C (2.631, -1.683, 0.964)
H (3.594, 0.456, 1.511)
H (4.620, -0.944, 0.558)
H (2.321, -2.337, 0.125)
H (3.130, -2.313, 1.721)
C (1.646, -1.631, 3.462)
H (0.871, -1.376, 4.192)
H (2.595, -1.228, 3.824)
H (1.743, -2.723, 3.445)
C (-0.194, -2.410, 1.736)
H (-0.336, -2.782, 2.761)
H (0.153, -3.247, 1.107)
H (-1.172, -2.050, 1.387)
C (4.900, 0.507, -1.613)
H (4.844, 0.947, -2.620)
H (5.417, -0.463, -1.681)
H (5.488, 1.170, -0.970)
C (2.543, -0.743, -2.381)
H (1.875, -1.573, -2.072)
H (3.380, -1.233, -2.907)
H (2.042, -0.052, -3.075)
Pb (-0.462, -1.429, -1.222)
C (1.754, 0.914, 2.601)
C (3.238, 0.943, 2.608)
C (3.791, 2.329, 2.944)
C (3.820, 3.343, 1.770)
C (3.947, 2.747, 0.434)
C (2.883, 2.172, -0.290)
C (1.431, 1.954, 0.243)
C (1.115, 1.998, 1.739)
C (-0.668, -0.309, -3.218)
H (1.259, 0.845, 3.590)
H (3.660, 0.230, 3.329)
H (4.824, 2.203, 3.293)
H (3.199, 2.742, 3.784)
H (2.942, 4.001, 1.822)
H (4.713, 3.959, 1.942)
H (4.868, 2.949, -0.127)
H (2.892, 2.501, -1.356)
H (1.060, 0.981, -0.152)
H (0.786, 2.692, -0.263)
H (1.349, 3.004, 2.107)
H (0.029, 1.862, 1.844)
H (-1.504, -0.689, -3.811)
H (0.265, -0.515, -3.753)
H (-0.765, 0.771, -3.050)
C (-4.556, 1.080, 0.950)
Si (-3.377, 0.867, -0.507)
C (-4.239, 1.361, -2.109)
C (-2.056, 2.185, -0.325)
C (-2.728, -0.905, -0.502)
Si (-3.943, -2.095, -1.319)
C (-4.113, -1.856, -3.176)
C (-3.398, -3.872, -1.068)
C (-5.684, -1.944, -0.599)
H (-5.226, 1.935, 0.787)
H (-3.983, 1.283, 1.866)
H (-5.177, 0.197, 1.139)
H (-4.248, 2.461, -2.170)
H (-3.709, 0.996, -2.997)
H (-5.280, 1.020, -2.165)
H (-1.772, 2.330, 0.725)
H (-1.156, 1.950, -0.908)
H (-2.445, 3.146, -0.698)
H (-2.701, -1.178, 0.572)
H (-3.144, -1.850, -3.690)
H (-4.685, -2.705, -3.579)
H (-4.651, -0.941, -3.450)
H (-3.405, -4.147, -0.005)
H (-4.095, -4.545, -1.591)
H (-2.391, -4.068, -1.463)
H (-5.741, -2.400, 0.399)
H (-6.057, -0.916, -0.512)
H (-6.395, -2.486, -1.241)

Values from the calculation:
Spin multiplicity   1
HOMO-LUMO gap (spin up / spin down)   5.3 / 5.1 eV
Energy relative to the best compared isomer or geometry (same formula, charge and spin)   107.4 kcal per mole
Charge   +2
Electronic energy   -2321.9723 hartree


Record 2
Molecular formula: C22H51BF4N4O4
Method: DFT, the ωB97M-V functional and the def2-TZVPD basis

Cartesian coordinates (Å):
C (82.913, -65.745, -49.791)
C (81.364, -65.855, -50.056)
C (80.620, -64.546, -50.194)
N (79.244, -64.760, -50.663)
C (78.519, -65.553, -49.724)
C (79.139, -65.347, -52.013)
C (77.762, -64.781, -52.553)
C (77.430, -63.520, -51.915)
C (78.588, -63.356, -50.949)
H (83.334, -65.149, -50.517)
H (83.414, -66.690, -49.884)
H (83.091, -65.339, -48.829)
H (80.889, -66.382, -49.378)
H (81.310, -66.328, -50.959)
H (81.154, -63.973, -50.833)
H (80.815, -64.090, -49.037)
H (77.497, -65.536, -49.928)
H (78.469, -65.180, -48.718)
H (78.594, -66.704, -49.868)
H (79.250, -66.311, -52.061)
H (79.935, -65.087, -52.569)
H (77.088, -65.427, -52.366)
H (77.587, -64.493, -53.680)
H (76.555, -63.663, -51.364)
H (77.445, -62.661, -52.525)
H (78.305, -62.853, -50.166)
H (79.278, -62.682, -51.369)
B (81.713, -60.367, -50.414)
F (80.387, -59.904, -50.886)
F (81.372, -60.753, -49.188)
F (82.059, -61.473, -51.096)
F (82.725, -59.382, -50.431)
C (78.296, -58.470, -48.202)
C (78.367, -57.014, -47.573)
N (78.508, -55.998, -47.039)
H (79.333, -58.952, -47.973)
H (77.268, -58.768, -47.729)
H (78.181, -58.450, -49.302)
C (77.517, -59.250, -52.563)
C (77.003, -60.077, -51.406)
N (76.659, -60.698, -50.541)
H (78.275, -58.499, -52.267)
H (78.042, -59.772, -53.359)
H (76.757, -58.807, -53.215)
C (81.869, -61.982, -53.854)
C (80.470, -62.039, -54.321)
N (79.288, -62.132, -54.649)
H (82.203, -62.842, -53.110)
H (82.403, -62.375, -54.689)
H (82.223, -61.101, -53.532)
C (86.455, -63.043, -51.158)
C (85.346, -62.063, -51.134)
O (84.520, -62.225, -50.022)
H (87.097, -63.024, -50.310)
H (86.894, -62.933, -52.231)
H (85.893, -63.968, -51.357)
H (84.683, -62.067, -51.967)
H (85.812, -61.054, -50.829)
H (83.638, -61.769, -50.362)
C (79.903, -63.142, -45.523)
C (80.405, -62.366, -46.788)
O (79.425, -61.932, -47.657)
H (79.540, -64.131, -45.816)
H (79.060, -62.748, -44.989)
H (80.696, -63.530, -44.889)
H (81.272, -63.049, -47.176)
H (80.891, -61.298, -46.597)
H (79.933, -61.374, -48.445)
C (83.423, -56.682, -54.104)
C (83.150, -57.726, -53.049)
O (81.796, -57.664, -52.670)
H (83.140, -55.647, -53.636)
H (82.846, -57.008, -54.820)
H (84.432, -56.427, -54.263)
H (83.893, -57.805, -52.376)
H (83.196, -58.676, -53.544)
H (81.575, -58.144, -51.872)
C (81.908, -58.160, -46.126)
C (83.039, -59.105, -46.528)
O (83.940, -59.449, -45.404)
H (81.375, -58.630, -45.330)
H (81.377, -57.739, -46.796)
H (82.466, -57.231, -45.596)
H (83.685, -58.853, -47.309)
H (82.682, -59.945, -46.927)
H (84.914, -59.234, -45.659)

Values from the calculation:
Spin multiplicity   1
HOMO-LUMO gap   9.2 eV
Energy relative to the best compared isomer or geometry (same formula, charge and spin)   52.7 kcal per mole
Electronic energy   -1812.9353 hartree


Record 3
Molecular formula: C22H51BF4N4O4
Method: DFT, the ωB97M-V functional and the def2-TZVPD basis

Cartesian coordinates (Å):
C (-8.889, 0.312, -0.963)
C (-7.742, 1.288, -1.501)
C (-6.643, 1.364, -0.632)
N (-5.521, 2.451, -0.729)
C (-6.052, 3.802, -0.657)
C (-4.766, 2.150, -2.054)
C (-3.325, 2.237, -1.862)
C (-3.210, 1.635, -0.434)
C (-4.368, 2.196, 0.294)
H (-9.445, 0.175, -1.911)
H (-9.263, 0.630, -0.011)
H (-8.583, -0.728, -1.076)
H (-8.260, 2.482, -1.579)
H (-7.437, 1.120, -2.406)
H (-6.091, 0.284, -0.611)
H (-6.867, 1.244, 0.440)
H (-6.717, 3.956, -1.380)
H (-5.463, 4.581, -0.521)
H (-6.674, 3.839, 0.296)
H (-5.020, 2.765, -2.940)
H (-4.927, 1.065, -2.584)
H (-3.310, 3.222, -1.901)
H (-2.598, 1.908, -2.560)
H (-2.139, 1.710, -0.011)
H (-3.324, 0.596, -0.669)
H (-4.285, 3.165, 0.597)
H (-4.518, 1.365, 0.851)
B (1.368, -0.196, 0.206)
F (2.548, 0.572, 0.360)
F (1.137, -0.951, 1.406)
F (0.287, 0.585, 0.033)
F (1.595, -1.046, -0.854)
C (2.951, 0.553, -3.652)
C (4.478, 0.595, -3.851)
N (5.640, 0.754, -4.045)
H (2.843, -0.091, -4.520)
H (2.783, 0.146, -2.769)
H (2.360, 1.624, -3.634)
C (-0.690, -3.670, 0.142)
C (-0.089, -4.949, 0.736)
N (0.359, -5.946, 1.136)
H (-0.353, -2.900, 0.797)
H (-0.366, -3.667, -0.936)
H (-1.746, -3.813, 0.193)
C (2.056, 3.330, -1.103)
C (2.429, 4.787, -0.784)
N (2.615, 5.838, -0.447)
H (1.254, 2.741, -0.507)
H (1.553, 3.220, -2.010)
H (3.052, 2.731, -1.375)
C (3.765, -4.137, -1.875)
C (3.746, -2.703, -2.296)
O (4.013, -1.860, -1.171)
H (4.647, -4.488, -1.557)
H (3.482, -4.976, -2.421)
H (3.069, -4.107, -1.022)
H (2.820, -2.381, -2.750)
H (4.454, -2.653, -3.095)
H (3.139, -1.531, -0.776)
C (-1.526, 0.035, 3.450)
C (-0.435, -0.716, 4.227)
O (-0.786, -1.073, 5.552)
H (-1.264, 0.450, 2.540)
H (-1.946, 0.985, 4.008)
H (-2.429, -0.567, 3.384)
H (0.152, 0.133, 4.183)
H (-0.050, -1.419, 3.755)
H (-0.286, -0.470, 5.983)
C (4.726, -3.787, 3.077)
C (3.688, -3.179, 2.149)
O (3.106, -2.134, 2.696)
H (4.305, -3.974, 3.991)
H (5.780, -3.250, 3.196)
H (4.854, -4.880, 2.908)
H (3.057, -3.929, 1.756)
H (4.254, -3.041, 1.120)
H (2.252, -1.911, 2.062)
C (7.384, 1.367, 1.215)
C (5.878, 0.879, 0.753)
O (4.877, 1.634, 1.283)
H (7.505, 1.581, 2.227)
H (7.565, 2.272, 0.772)
H (8.221, 0.749, 0.748)
H (5.667, -0.270, 0.948)
H (5.675, 1.136, -0.296)
H (4.016, 1.159, 1.265)

Values from the calculation:
Spin multiplicity   1
HOMO-LUMO gap   6.7 eV
Energy relative to the best compared isomer or geometry (same formula, charge and spin)   116.9 kcal per mole
Electronic energy   -1812.8331 hartree


Record 4
Molecular formula: C22H51NO5Si3
Method: DFT, the ωB97M-V functional and the def2-TZVPD basis

Cartesian coordinates (Å):
C (1.844, -1.011, -2.412)
C (1.440, 0.371, -3.003)
C (0.592, 0.356, -4.318)
N (1.702, 1.512, -2.483)
Si (3.374, 1.704, -1.922)
O (4.237, 2.926, -2.797)
Si (5.804, 2.305, -3.197)
Si (3.368, 2.136, 0.283)
C (2.471, 0.729, 1.239)
C (2.504, 3.752, 0.781)
C (5.201, 2.053, 0.876)
H (2.757, -1.369, -2.925)
H (0.991, -1.698, -2.575)
H (1.996, -0.961, -1.321)
H (-0.471, 0.120, -4.094)
H (0.628, 1.320, -4.845)
H (0.936, -0.449, -4.994)
H (4.107, 0.446, -2.142)
H (6.810, 3.384, -3.235)
H (5.767, 1.641, -4.515)
H (6.247, 1.385, -2.130)
H (2.890, -0.264, 0.970)
H (2.632, 0.833, 2.330)
H (1.388, 0.717, 1.003)
H (3.211, 4.604, 0.668)
H (2.202, 3.782, 1.850)
H (1.590, 3.981, 0.202)
H (5.630, 1.120, 0.460)
H (5.198, 2.047, 1.979)
H (5.785, 2.891, 0.450)
C (-2.275, 4.327, 0.058)
C (-3.042, 3.120, -0.455)
C (-2.194, 1.968, 0.059)
O (-1.591, 2.416, 1.279)
C (-1.779, 3.830, 1.405)
H (-2.877, 5.232, 0.135)
H (-1.427, 4.535, -0.600)
H (-4.035, 3.088, 0.003)
H (-3.166, 3.106, -1.538)
H (-1.392, 1.720, -0.645)
H (-2.780, 1.067, 0.251)
H (-2.523, 4.003, 2.191)
H (-0.840, 4.298, 1.706)
C (-0.136, -2.439, 5.082)
C (-0.949, -1.189, 4.791)
C (0.085, -0.287, 4.142)
O (1.013, -1.146, 3.465)
C (0.787, -2.499, 3.877)
H (-0.739, -3.340, 5.200)
H (0.449, -2.298, 5.996)
H (-1.744, -1.420, 4.078)
H (-1.406, -0.745, 5.675)
H (0.640, 0.286, 4.893)
H (-0.355, 0.411, 3.427)
H (0.317, -3.032, 3.043)
H (1.743, -2.977, 4.100)
C (0.458, -5.084, -7.271)
C (1.304, -4.957, -6.018)
C (1.511, -3.455, -5.928)
O (0.350, -2.845, -6.506)
C (-0.420, -3.849, -7.181)
H (-0.115, -6.010, -7.323)
H (1.095, -5.027, -8.158)
H (0.736, -5.310, -5.152)
H (2.240, -5.513, -6.060)
H (2.383, -3.142, -6.511)
H (1.635, -3.106, -4.900)
H (-1.320, -4.042, -6.587)
H (-0.724, -3.477, -8.160)
C (-6.412, 0.047, 4.729)
C (-6.093, -1.331, 5.280)
C (-4.664, -1.534, 4.806)
O (-4.061, -0.236, 4.749)
C (-5.081, 0.762, 4.884)
H (-7.227, 0.551, 5.249)
H (-6.676, -0.027, 3.670)
H (-6.125, -1.311, 6.373)
H (-6.770, -2.112, 4.933)
H (-4.636, -1.964, 3.799)
H (-4.086, -2.175, 5.474)
H (-4.985, 1.211, 5.879)
H (-4.930, 1.541, 4.135)

Values from the calculation:
Spin multiplicity   1
HOMO-LUMO gap   9.0 eV
Electronic energy   -2168.2752 hartree